1 | Formula: C6H6N2O2
Source: the OMol25 dataset
Level of theory: ωB97M-V/def2-TZVPD

Properties
Orbital gap = 8.28 eV
LUMO energy = -1.16 eV
Highest occupied orbital energy = -9.437 eV

CARTESIAN COORDINATES (ANGSTROEM)
1 O 4.976 2.592 -2.420
2 C 4.506 1.661 -3.273
3 C 3.186 1.849 -3.732
4 C 2.286 0.832 -3.395
5 C 2.808 -0.475 -3.329
6 C 4.190 -0.609 -3.263
7 N 5.015 0.442 -3.169
8 C 1.168 1.149 -2.502
9 N -0.022 1.171 -2.289
10 H 5.892 2.363 -2.213
11 H 2.839 2.868 -3.907
12 H 2.155 -1.307 -3.071
13 H 4.659 -1.573 -3.471
14 O 1.468 2.732 -1.071
15 H 2.338 3.015 -1.385
16 H 0.229 2.362 -1.180



2 | Formula: C6H6N2O2
Source: the OMol25 dataset
Level of theory: ωB97M-V/def2-TZVPD

Properties
Orbital gap (alpha / beta) = 6.66 / 6.65 eV
LUMO energy (alpha / beta) = -1.47 / -1.47 eV
Highest occupied orbital energy (alpha / beta) = -8.121 / -8.120 eV

CARTESIAN COORDINATES (ANGSTROEM)
1 C 1.169 1.679 0.126
2 C 1.464 0.352 0.213
3 C -0.239 1.806 -0.056
4 C 0.184 -0.351 -0.012
5 C -2.336 0.535 -0.332
6 C -0.029 -1.707 0.071
7 N -0.785 0.597 -0.153
8 N -2.683 -0.689 -0.572
9 O -3.006 1.540 -0.257
10 O 0.843 -2.701 0.351
11 H 1.983 2.444 0.281
12 H 2.290 -0.191 0.408
13 H -0.777 2.803 -0.084
14 H -0.962 -2.049 -0.114
15 H -3.600 -0.968 -0.853
16 H 1.535 -2.203 0.769



Most stable structure: 2



1 | Formula: C6H6N2O2
Source: the OMol25 dataset
Level of theory: ωB97M-V/def2-TZVPD

Properties
Structure (SMILES) = C=Cc1cc(=O)[nH]c(O)n1
Orbital gap = 9.18 eV
LUMO energy = 0.13 eV
Highest occupied orbital energy = -9.043 eV

CARTESIAN COORDINATES (ANGSTROEM)
1 C 1.624 -0.860 0.000
2 C -0.494 -0.086 -0.024
3 C -1.884 -0.591 -0.157
4 C -3.050 0.070 0.136
5 C -0.094 1.204 0.003
6 C 1.289 1.491 -0.028
7 H 2.137 -2.703 0.302
8 H -1.803 -1.597 -0.692
9 H -2.868 0.939 0.894
10 H -3.966 -0.350 -0.214
11 H -0.646 2.072 -0.216
12 H 3.073 0.403 -0.174
13 N 0.392 -1.235 0.111
14 N 2.114 0.341 -0.009
15 O 2.575 -1.791 0.042
16 O 1.601 2.692 0.027



2 | Formula: C6H6N2O2
Source: the OMol25 dataset
Level of theory: ωB97M-V/def2-TZVPD

Properties
Orbital gap = 8.42 eV
LUMO energy = 0.03 eV
Highest occupied orbital energy = -8.389 eV

CARTESIAN COORDINATES (ANGSTROEM)
1 C -4.057 0.015 0.174
2 C -2.886 0.045 -0.114
3 C 2.092 -0.374 -0.008
4 C 2.174 1.090 -0.030
5 C 0.964 1.689 -0.005
6 C -0.457 -0.410 -0.024
7 H -5.020 0.036 0.607
8 H -1.947 0.204 -0.522
9 H 0.866 -1.859 0.117
10 H 3.216 1.489 -0.291
11 H 0.603 2.705 0.038
12 H -1.104 1.743 -0.332
13 N 0.818 -0.914 -0.257
14 N -0.297 1.085 0.144
15 O 3.080 -1.111 0.240
16 O -1.485 -1.120 -0.088



Most stable structure: 1